This record from the OMol25 dataset describes 6 unconnected molecules or ions with the total composition C29H73BN2O12PS. The level of theory is the ωB97M-V functional and the def2-TZVPD basis.

XYZ file:
```
119
Properties=species:S:1:pos:R:3:lowdin_charge:R:1
H -0.73 -2.89 3.30 0.0829
H 1.62 1.19 4.38 0.0566
N -6.30 0.95 1.65 -0.2890
P -5.23 1.26 2.81 0.8100
H 7.03 1.02 -3.60 0.1233
O 8.47 -2.04 5.83 -0.1896
C -3.61 1.91 2.10 -0.3965
H 8.98 1.38 -6.36 0.0892
C 7.80 -2.75 -5.24 -0.1017
H -5.67 5.11 -2.52 0.1262
H 0.39 -2.86 -1.75 0.1140
H 0.91 -4.56 -3.43 0.1291
O -6.89 -2.13 -0.74 -0.2035
H -6.20 -0.86 -2.22 0.0774
H 0.17 -2.19 -3.38 0.1270
C 2.52 1.00 2.42 -0.4671
C -6.36 5.37 -1.71 -0.1987
O 5.71 -1.49 4.96 -0.2026
H 0.56 2.98 0.00 0.0869
H -5.21 6.54 0.90 0.0916
H 5.67 -3.50 4.69 0.1238
H -5.09 7.49 -2.94 0.0918
H 6.90 -2.67 3.73 0.1261
O -2.64 1.92 3.15 -0.1483
H 8.97 -0.24 6.63 0.0905
O 6.74 -1.82 -5.37 -0.2010
H -8.39 -4.09 -1.55 0.0820
H 7.27 -0.68 6.87 0.0818
H -4.94 5.15 1.99 0.0820
H -4.22 6.77 -1.55 0.0793
H 2.79 0.09 -3.08 0.0883
H 7.88 -3.98 5.60 0.1264
H -7.62 -1.11 0.86 0.0897
H 5.53 -0.85 -4.06 0.1032
C 7.22 0.39 -4.48 -0.2044
H -10.08 -4.57 -1.21 0.0895
C -2.07 -1.31 2.41 -0.1115
H -6.77 4.79 0.34 0.1316
O 1.83 -1.53 -2.31 -0.2102
H -6.18 3.49 -0.71 0.1137
C -1.06 2.06 1.18 -0.2375
H -0.64 1.51 3.31 0.1185
H 6.93 -3.07 6.78 0.1265
C -9.44 -3.85 -1.73 -0.1100
C -1.30 2.17 2.71 -0.1644
H 4.02 -2.76 -5.24 0.0914
H -7.38 5.14 -2.04 0.1302
C -1.51 -2.79 2.53 -0.0878
H 2.30 0.34 1.56 0.0633
S 1.61 2.60 2.12 0.8919
H 6.76 0.88 -5.34 0.1265
C -6.06 4.55 -0.47 -0.1935
C -4.61 5.64 1.07 -0.1109
H -1.58 0.77 -0.34 0.1993
H 0.83 1.25 0.24 0.0714
H 3.89 -2.57 -3.48 0.0749
H -5.02 8.34 -1.38 0.0928
C 9.04 0.35 -5.99 -0.1050
H -1.99 -0.81 3.41 0.1182
H 3.60 1.25 2.44 0.0646
H 0.11 -0.81 -0.07 0.0970
H -3.15 -1.40 2.19 0.0963
B -1.27 -0.48 1.28 -0.4033
H -3.57 5.93 1.17 0.0896
H 4.20 -4.18 -4.19 0.0965
C 6.22 -0.40 4.21 -0.1197
N -1.76 0.83 0.67 0.0551
C -9.22 -2.21 -0.04 -0.1989
H 3.02 0.04 4.39 0.0684
H 8.01 -3.16 -6.23 0.0924
H -1.55 2.92 0.68 0.1649
H 7.51 -3.56 -4.58 0.0873
H -9.05 -3.12 0.54 0.1262
H 1.02 0.14 -3.22 0.0792
H 5.88 -0.47 3.17 0.0827
O -6.31 6.76 -1.44 -0.1844
C 0.47 2.16 0.75 -0.3820
H -6.09 -2.60 -2.56 0.0876
C -5.09 7.36 -1.85 -0.1061
H -7.66 -1.79 -2.66 0.0866
H -1.20 -3.20 1.55 0.0738
H 1.45 -0.47 3.72 0.0664
C 1.64 -3.78 -3.23 -0.1989
H 5.83 0.52 4.64 0.0867
H 1.98 -0.91 -4.30 0.0919
C -3.23 1.07 0.83 -0.0919
O -4.71 4.73 -0.02 -0.2280
O -0.07 -1.06 0.84 0.1633
H -3.55 1.67 -0.05 0.1496
C 0.92 -2.56 -2.67 -0.2029
H -1.02 3.21 3.01 0.1381
H -3.74 2.97 1.77 0.1169
O 2.27 -3.47 -4.46 -0.1816
C 6.60 -0.98 -4.23 -0.2079
H 8.71 -2.27 -4.87 0.0858
H -2.36 -3.42 2.87 0.0841
C 6.41 -2.70 4.71 -0.1993
H -9.64 -3.92 -2.80 0.0899
C 7.42 -3.01 5.81 -0.2008
C 8.29 -1.07 6.84 -0.1090
H 7.04 -1.45 -3.35 0.1295
C 2.14 0.39 3.81 -0.1403
O -9.75 -2.53 -1.32 -0.1914
H 8.43 -0.30 -6.62 0.0841
H 7.31 -0.36 4.24 0.0875
H -3.84 0.15 0.79 0.1174
O 8.63 0.31 -4.63 -0.1893
H -5.79 2.18 3.75 0.0231
C 3.67 -3.23 -4.32 -0.1037
H -9.98 -1.62 0.48 0.1270
C 1.90 -0.50 -3.29 -0.1054
C -7.95 -1.38 -0.15 -0.2150
H 10.07 0.02 -6.04 0.0913
H -4.90 0.07 3.53 0.0168
H 2.37 -4.17 -2.51 0.1297
H -8.13 -0.46 -0.71 0.1233
H 8.55 -1.49 7.82 0.0904
H -5.93 1.20 0.74 -0.0468
C -6.71 -1.82 -2.12 -0.1200
```

Results
**Kohn-Sham gap**: 7.504 eV
**Molar mass**: 715.8 g/mol
**Total charge**: +1
**LUMO**: -3.22 eV
**Calculated total energy**: -2925.0296 Ha